Formula: Br2S2
Source: the OMol25 dataset
Level of theory: ωB97M-V with the def2-TZVPD basis set

Geometry as XYZ:
```
4
Br2S2, DFT ωB97M-V with the def2-TZVPD basis set
S -0.121 1.197 -0.388
S -1.241 -0.295 -0.708
Br 1.995 0.551 -0.627
Br -0.633 -1.453 1.723
```

The molecular weight is 223.94 g mol⁻¹. As for the HOMO energy (spin up / spin down): -8.749 / -9.950 eV. The gap between HOMO and LUMO (spin up / spin down) is 0.2769 / 0.2262 Eh. Its spin multiplicity is 3. Its charge is 0.

Formula: C40H54N2O4SSb2Tb
Source: the OMol25 dataset
Level of theory: ωB97M-V with the def2-TZVPD basis set

Geometry as XYZ:
```
104
C40H54N2O4SSb2Tb, DFT ωB97M-V with the def2-TZVPD basis set
Tb 0.005 -1.463 0.435
C 1.878 -2.637 2.945
C 1.566 -3.981 2.383
O 1.209 -3.750 1.015
C 0.774 -4.910 0.243
C 0.004 -4.389 -0.939
O -0.999 -3.503 -0.409
C -2.218 -4.161 0.049
C -2.474 -3.871 1.540
O -1.532 -2.836 1.951
C -1.438 -2.718 3.409
C -0.319 -1.732 3.664
O 0.730 -1.788 2.690
H 2.702 -2.138 2.398
H 2.160 -2.564 3.942
H 0.720 -4.484 2.905
H 2.436 -4.698 2.505
H 0.147 -5.527 0.888
H 1.658 -5.496 -0.095
H -0.516 -5.177 -1.533
H 0.619 -3.808 -1.606
H -2.111 -5.205 -0.176
H -3.078 -3.825 -0.510
H -2.373 -4.714 2.227
H -3.432 -3.447 1.684
H -1.269 -3.715 3.844
H -2.375 -2.398 3.910
H 0.085 -1.864 4.683
H -0.661 -0.708 3.543
C -1.970 2.922 1.120
C -1.064 3.682 2.114
C 0.207 2.967 2.512
Sb 1.356 1.842 1.026
C 1.184 3.154 -0.621
C 0.864 2.614 -1.918
C 0.615 3.519 -2.928
C 0.395 4.873 -2.705
C 0.773 5.356 -1.449
C 1.163 4.526 -0.403
C 3.303 2.091 1.762
C 3.697 3.321 2.325
C 5.014 3.488 2.762
C 5.879 2.417 2.736
C 5.490 1.180 2.272
C 4.198 1.016 1.771
Sb -2.210 0.813 1.325
C -2.127 0.208 -0.773
C -2.587 -1.015 -1.131
C -2.982 -1.358 -2.477
C -2.907 -0.353 -3.414
C -2.418 0.898 -3.019
C -2.021 1.223 -1.738
C -4.347 0.807 1.470
C -5.182 1.192 0.445
C -6.536 1.111 0.579
C -7.129 0.732 1.784
C -6.311 0.316 2.797
C -4.926 0.321 2.633
H -1.470 3.009 0.135
H -2.997 3.277 1.127
H -1.580 3.907 3.014
H -0.819 4.671 1.723
H -0.040 2.144 3.173
H 0.917 3.664 2.923
H 0.829 1.513 -2.040
H 0.377 3.162 -3.954
H 0.091 5.517 -3.503
H 0.786 6.459 -1.162
H 1.486 4.919 0.521
H 3.117 4.218 2.417
H 5.354 4.428 3.180
H 6.850 2.485 3.036
H 6.161 0.299 2.271
H 3.942 0.103 1.282
H -2.910 -1.758 -0.354
H -3.390 -2.313 -2.692
H -3.356 -0.541 -4.410
H -2.450 1.651 -3.793
H -1.781 2.263 -1.506
H -4.768 1.513 -0.544
H -7.187 1.300 -0.269
H -8.196 0.802 1.968
H -6.762 -0.056 3.724
H -4.447 -0.042 3.517
C 0.407 -1.883 -3.548
N 1.487 -0.890 -3.533
C 1.329 0.207 -4.494
C 2.421 -0.856 -2.614
S 2.266 -1.880 -1.210
N 3.530 -0.201 -2.788
C 4.195 0.081 -4.127
C 4.353 0.144 -1.622
H -0.229 -1.683 -4.367
H -0.229 -1.870 -2.666
H 0.880 -2.806 -3.759
H 0.279 0.434 -4.534
H 1.573 -0.109 -5.504
H 1.857 1.095 -4.218
H 3.553 -0.307 -4.932
H 5.216 -0.277 -4.146
H 4.246 1.159 -4.219
H 3.751 0.337 -0.752
H 5.011 1.009 -1.865
H 5.028 -0.650 -1.328
```

The molecular weight is 1061.39 g mol⁻¹. As for the HOMO energy (spin up / spin down): -15.658 / -15.660 eV. The gap between HOMO and LUMO (spin up / spin down) is 0.2837 / 0.2965 Eh. Its spin multiplicity is 7. The calculation puts the energy relative to the best compared isomer or geometry (same formula, charge and spin) at 0.0 kJ/mol. Its charge is +3.

Formula: C3H10ClMgN2O2
Source: the OMol25 dataset
Level of theory: ωB97M-V with the def2-TZVPD basis set

Geometry as XYZ:
```
19
C3H10ClMgN2O2, DFT ωB97M-V with the def2-TZVPD basis set
Mg -2.506 -3.134 5.961
Cl -1.268 -1.057 3.427
C -2.658 -2.635 -2.213
O -3.051 -3.112 -3.236
N -2.971 -3.048 -1.045
N -1.804 -1.638 -2.201
H -2.768 -2.494 -0.225
H -3.685 -3.761 -1.094
H -1.584 -1.168 -3.068
H -1.572 -1.224 -1.310
C 2.657 2.780 -0.393
C 2.652 2.835 1.170
O 3.086 1.600 1.635
H 2.820 3.736 -0.890
H 1.788 2.357 -0.898
H 3.466 2.104 -0.671
H 1.692 3.134 1.592
H 3.393 3.575 1.473
H 2.314 1.150 1.986
```

The molecular weight is 165.88 g mol⁻¹. As for the HOMO energy: -11.405 eV. The gap between HOMO and LUMO is 0.0647 Eh. The calculation puts the energy relative to the best compared isomer or geometry (same formula, charge and spin) at 384.3 kJ/mol. Its charge is +1.

Formula: CH5BrN3
Source: the OMol25 dataset
Level of theory: ωB97M-V with the def2-TZVPD basis set

Geometry as XYZ:
```
10
CH5BrN3, DFT ωB97M-V with the def2-TZVPD basis set
C -0.079 0.290 -0.013
N 0.071 1.125 0.966
N -1.189 -0.123 -0.556
N 1.437 -0.696 -0.408
Br -1.369 -1.387 -1.941
H -0.720 1.599 1.393
H 0.997 1.363 1.300
H -2.088 0.240 -0.234
H 1.821 -0.957 0.484
H 1.120 -1.453 -0.992
```

The molecular weight is 138.98 g mol⁻¹. As for the HOMO energy: -15.140 eV. The gap between HOMO and LUMO is 0.3657 Eh. The calculation puts the energy relative to the best compared isomer or geometry (same formula, charge and spin) at 199.7 kJ/mol. Its charge is +1.

Formula: C13H16FeN5O6S3
Source: the OMol25 dataset
Level of theory: ωB97M-V with the def2-TZVPD basis set

Geometry as XYZ:
```
44
C13H16FeN5O6S3, DFT ωB97M-V with the def2-TZVPD basis set
Fe 0.481 -0.532 -0.194
C 4.704 5.612 -2.939
C 4.377 4.295 -2.285
C 5.377 3.510 -1.725
C 5.071 2.315 -1.087
C 3.756 1.904 -1.011
C 2.742 2.668 -1.578
C 3.055 3.856 -2.211
S 3.287 0.405 -0.163
O 4.466 -0.133 0.472
O 2.641 -0.438 -1.171
N 2.134 0.923 0.781
C 1.841 0.395 2.012
C 2.756 0.209 3.063
C 2.289 -0.288 4.259
C 0.937 -0.598 4.400
C 0.114 -0.411 3.309
N 0.542 0.087 2.151
H 5.775 5.707 -3.117
H 4.392 6.441 -2.300
H 4.181 5.710 -3.891
H 6.408 3.839 -1.787
H 5.843 1.697 -0.645
H 1.722 2.320 -1.496
H 2.263 4.452 -2.651
H 3.798 0.432 2.888
H 2.971 -0.441 5.087
H 0.546 -0.998 5.325
H -0.936 -0.682 3.337
N -1.899 -0.048 -0.274
N -2.655 1.048 0.094
C -2.182 2.290 -0.076
N -3.028 3.292 0.334
S -0.676 2.638 -0.689
H -2.075 -0.330 -1.232
H -2.011 -0.903 0.326
H -3.553 0.904 0.528
H -4.020 3.124 0.274
H -2.732 4.202 0.026
O 0.799 -2.465 0.580
S -0.491 -2.922 -0.042
O -1.594 -2.520 0.876
O -0.602 -2.073 -1.296
O -0.520 -4.334 -0.328
```

The molecular weight is 490.35 g mol⁻¹. As for the HOMO energy (spin up / spin down): -5.519 / -5.585 eV. The gap between HOMO and LUMO (spin up / spin down) is 0.2868 / 0.2890 Eh. Its spin multiplicity is 5. The calculation puts the energy relative to the best compared isomer or geometry (same formula, charge and spin) at 72.3 kJ/mol. Its charge is -1.

Formula: C3H7N2O2
Source: the OMol25 dataset
Level of theory: ωB97M-V with the def2-TZVPD basis set

Geometry as XYZ:
```
14
C3H7N2O2, DFT ωB97M-V with the def2-TZVPD basis set
C -1.433 0.291 -0.072
C -0.074 -0.389 -0.405
C 0.600 0.809 0.286
N -0.732 1.327 0.590
N 0.059 -1.775 -0.001
O -2.567 -0.021 -0.154
O 1.443 1.534 -0.530
H 0.139 -0.249 -1.535
H 1.091 0.426 1.098
H -0.912 2.294 0.635
H 0.999 -2.136 -0.314
H -0.681 -2.486 -0.544
H -0.033 -1.797 1.006
H 2.101 2.170 -0.060
```

The molecular weight is 103.10 g mol⁻¹. As for the HOMO energy (spin up / spin down): -9.485 / -14.537 eV. The gap between HOMO and LUMO (spin up / spin down) is 0.2022 / 0.2540 Eh. Its spin multiplicity is 3. The calculation puts the energy relative to the best compared isomer or geometry (same formula, charge and spin) at 256.4 kJ/mol. Its charge is +1.

Formula: C24H23N5O4
Source: the OMol25 dataset
Level of theory: ωB97M-V with the def2-TZVPD basis set

Geometry as XYZ:
```
56
C24H23N5O4, DFT ωB97M-V with the def2-TZVPD basis set
C -5.229 -1.262 1.260
O -4.623 -0.430 0.279
C -4.116 -1.053 -0.785
O -4.191 -2.232 -0.986
C -3.478 -0.018 -1.713
C -2.911 -0.594 -2.908
N -2.449 -0.998 -3.873
C -2.448 0.816 -0.965
N -2.450 2.081 -1.257
C -1.682 2.925 -0.531
C -1.626 4.292 -0.850
C -0.909 5.141 -0.048
C -0.239 4.659 1.088
C -0.279 3.332 1.420
C -0.991 2.433 0.606
N -0.993 1.116 0.891
C -1.639 0.287 0.097
N -1.647 -1.050 0.419
C -1.224 -2.036 -0.560
C 0.304 -2.152 -0.572
N 0.772 -2.537 0.744
C 2.185 -2.893 0.785
C 3.122 -1.759 0.438
C 3.563 -0.887 1.423
C 4.364 0.215 1.134
C 4.705 0.410 -0.181
C 4.274 -0.464 -1.179
C 3.485 -1.550 -0.897
O 4.764 -0.048 -2.390
C 5.517 1.115 -2.123
O 5.475 1.397 -0.741
C 0.394 -1.534 1.723
C -1.129 -1.402 1.730
H -5.699 -0.593 1.976
H -4.470 -1.875 1.748
H -5.970 -1.915 0.796
H -4.262 0.681 -2.032
H -2.151 4.639 -1.726
H -0.856 6.193 -0.285
H 0.317 5.352 1.702
H 0.241 2.944 2.283
H -1.567 -1.772 -1.558
H -1.666 -2.995 -0.281
H 0.593 -2.923 -1.289
H 0.730 -1.187 -0.901
H 2.393 -3.253 1.796
H 2.327 -3.721 0.086
H 3.286 -1.069 2.450
H 4.704 0.886 1.905
H 3.166 -2.219 -1.680
H 6.562 0.956 -2.436
H 5.096 1.963 -2.686
H 0.731 -1.864 2.708
H 0.832 -0.548 1.506
H -1.434 -0.636 2.442
H -1.574 -2.364 2.000
```

The molecular weight is 445.48 g mol⁻¹. As for the SMILES: COC(=O)[C@H](C#N)c1nc2ccccc2nc1N1CCN(Cc2ccc3c(c2)OCO3)CC1. As for the HOMO energy: -8.088 eV. The gap between HOMO and LUMO is 0.2895 Eh. The calculation puts the energy relative to the best compared isomer or geometry (same formula, charge and spin) at 0.0 kJ/mol. Its charge is 0.

Which of these has the lowest molecular weight?
C3H7N2O2